1.
The following is a DFT calculation (ωB97M-V/def2-TZVPD) of a cluster of 2 separate species, C4H10NO2 in total.

```
17
Properties=species:S:1:pos:R:3:mulliken_charge:R:1
O -1.711 1.796 -0.025 -0.4583
C -1.090 2.430 -0.815 0.1957
O -0.222 1.839 -1.662 -0.4723
H -1.237 3.495 -1.040 0.3678
H 0.507 2.429 -1.883 0.3577
C 1.846 -0.566 0.672 -1.0840
C 0.762 -1.535 0.264 -0.2613
C -1.631 -1.167 0.604 -0.1172
N -0.518 -0.819 0.099 0.1322
H 1.912 0.253 -0.045 0.2928
H 1.663 -0.169 1.670 0.3333
H 2.815 -1.062 0.682 0.3647
H 0.986 -2.003 -0.696 0.2897
H 0.550 -2.319 0.990 0.3000
H -2.497 -0.530 0.490 0.2900
H -1.585 -2.015 1.277 0.2691
H -0.550 -0.057 -0.581 0.2002
```

- ΔE to the lowest compared entry with this formula, charge and spin: 124.8 kJ/mol
- Orbital gap: 10.75 eV
- Multiplicity: 1
- LUMO energy: -4.5 eV
- Highest occupied orbital energy: -0.5608 Ha
- Max |F|: 1.25 eV/A
- Net charge: +1

2.
The following is a DFT calculation (ωB97M-V/def2-TZVPD) of the ion C4H10NO2 with charge +1.

```
17
Properties=species:S:1:pos:R:3:mulliken_charge:R:1
N 0.412 -0.831 -1.546 -0.3023
C 0.016 -1.358 -0.166 -0.9456
C 0.713 -0.606 0.955 -0.4740
C 0.497 0.966 0.888 -0.6985
C -0.786 1.365 0.235 0.8199
O -0.992 1.191 -0.956 -0.6762
O -1.712 1.957 0.934 -0.4051
H -0.221 -1.308 -2.208 0.3651
H 1.363 -1.133 -1.751 0.3175
H -0.028 0.185 -1.490 0.3950
H -1.044 -1.171 -0.108 0.4339
H 0.169 -2.430 -0.160 0.4631
H 0.309 -0.931 1.912 0.3521
H 1.772 -0.856 0.948 0.3087
H 0.552 1.335 1.913 0.3366
H 1.334 1.397 0.332 0.3483
H -2.353 2.229 0.268 0.3614
```

- ΔE to the lowest compared entry with this formula, charge and spin: 36.5 kJ/mol
- Orbital gap: 12.51 eV
- Multiplicity: 1
- LUMO energy: -3.2 eV
- Highest occupied orbital energy: -0.5768 Ha
- Max |F|: 2.11 eV/A
- Net charge: +1
- Structure (SMILES): [NH3+]CCCC(=O)O

3.
The following is a DFT calculation (ωB97M-V/def2-TZVPD) of the molecule C4H10NO2P.

```
18
Properties=species:S:1:pos:R:3:mulliken_charge:R:1
O 2.790 0.736 -0.576 -0.4550
P 1.251 1.161 -0.153 0.1627
C 0.344 0.435 -1.750 -0.5732
C -1.063 0.010 -1.296 -0.5121
C -1.256 -0.847 0.029 -0.8159
N -1.084 -0.208 1.347 -0.4338
C 0.147 -0.216 2.058 -0.2952
O 1.275 0.084 1.158 -0.2628
H 3.422 0.954 0.113 0.3128
H 0.922 -0.570 -1.834 0.2427
H 0.438 1.064 -2.642 0.4260
H -1.820 0.837 -1.296 0.2872
H -1.422 -0.789 -1.929 0.2908
H -2.341 -1.069 0.128 0.3008
H -0.753 -1.721 0.071 0.5155
H -1.277 0.815 1.268 0.2776
H -0.004 0.548 2.856 0.2770
H 0.432 -1.223 2.448 0.2549
```

- ΔE to the lowest compared entry with this formula, charge and spin: 232.9 kJ/mol
- Orbital gap: 9.12 eV
- Multiplicity: 1
- LUMO energy: 1.0 eV
- Highest occupied orbital energy: -0.2970 Ha
- Max |F|: 4.54 eV/A
- Structure (SMILES): OP1CCCNCO1